Entry 1:
Below is a molecular structure, C27H35N3O4ReS3Sb, with properties calculated with ωB97M-V with the def2-TZVPD basis set.

Each line ends with the Löwdin spin population.
CARTESIAN COORDINATES (ANGSTROEM)
Re (-0.207, -0.619, 0.291)  0.81
O (0.316, 0.708, -1.183)  0.02
S (1.474, 1.721, -1.440)  0.01
C (0.655, 3.338, -1.292)  0.00
C (-0.865, 3.266, -1.314)  0.00
C (-1.440, 3.002, 0.079)  0.00
C (-2.907, 2.567, 0.035)  0.00
S (-3.257, 0.838, 0.409)  0.01
O (-2.005, 0.056, -0.171)  0.06
C (-3.223, 0.724, 2.161)  0.00
C (-2.351, 1.445, 2.981)  0.00
C (-2.469, 1.310, 4.352)  0.00
C (-3.445, 0.474, 4.895)  0.00
C (-4.307, -0.235, 4.073)  0.00
C (-4.203, -0.111, 2.695)  0.00
C (1.794, 1.559, -3.153)  0.00
C (3.136, 1.440, -3.497)  0.00
C (3.475, 1.346, -4.841)  0.00
C (2.479, 1.363, -5.804)  0.00
C (1.135, 1.471, -5.443)  0.00
C (0.780, 1.573, -4.112)  0.00
H (1.068, 3.934, -2.107)  0.00
H (1.013, 3.765, -0.353)  0.00
H (-1.203, 2.506, -2.018)  0.00
H (-1.235, 4.223, -1.685)  0.00
H (-1.371, 3.912, 0.678)  0.00
H (-0.829, 2.260, 0.591)  0.00
H (-3.334, 2.713, -0.959)  0.00
H (-3.546, 3.105, 0.739)  0.00
H (-1.604, 2.108, 2.571)  0.00
H (-1.819, 1.877, 5.005)  0.00
H (-3.543, 0.397, 5.971)  0.00
H (-5.079, -0.863, 4.501)  0.00
H (-4.892, -0.636, 2.043)  0.00
H (3.904, 1.422, -2.733)  0.00
H (4.513, 1.258, -5.129)  0.00
H (2.744, 1.292, -6.851)  0.00
H (0.370, 1.483, -6.208)  0.00
H (-0.261, 1.651, -3.828)  0.00
C (0.816, -2.111, -3.355)  0.00
Sb (0.037, -2.670, -1.480)  0.03
C (1.184, -4.271, -0.715)  0.00
C (-1.787, -3.633, -1.979)  0.02
H (0.852, -3.003, -3.979)  0.00
H (1.812, -1.709, -3.201)  0.00
H (0.163, -1.371, -3.812)  0.00
H (0.752, -5.202, -1.078)  0.00
H (1.168, -4.264, 0.373)  0.00
H (2.203, -4.162, -1.072)  0.00
H (-1.563, -4.280, -2.827)  0.00
H (-2.549, -2.914, -2.269)  0.00
H (-2.132, -4.254, -1.155)  0.00
S (-1.408, -3.066, 3.959)  0.00
C (-2.382, -3.496, 2.624)  0.00
C (-1.993, -2.817, 1.524)  0.00
N (-0.951, -1.929, 1.744)  0.00
C (-0.581, -1.952, 3.019)  0.00
H (-3.169, -4.229, 2.710)  0.00
H (-2.436, -2.884, 0.544)  0.00
H (0.190, -1.313, 3.420)  0.00
C (2.843, 1.366, 3.590)  0.00
N (2.854, 0.451, 2.433)  0.00
C (4.062, -0.075, 1.956)  0.00
C (4.140, -0.830, 0.849)  0.00
C (2.939, -1.136, 0.086)  0.00
O (2.868, -1.694, -0.983)  0.00
N (1.752, -0.705, 0.709)  0.00
C (1.742, 0.149, 1.769)  0.01
O (0.572, 0.594, 2.011)  0.03
H (3.644, 2.092, 3.476)  0.00
H (2.988, 0.800, 4.507)  0.00
H (1.888, 1.880, 3.620)  0.00
H (4.931, 0.193, 2.542)  0.00
H (5.089, -1.198, 0.490)  0.00

Atoms 1-3, force components in eV/Å:
Re -0.26 0.13 -0.32
O -0.15 -0.10 -0.19
S 0.02 -0.15 0.17

Output
net charge	+3
multiplicity	2
LUMO energy (spin up / spin down)	-10.362 / -10.004	eV
ΔE to the lowest compared entry with this formula, charge and spin	1.1	kcal/mol
HOMO level (spin up / spin down)	-16.9 / -16.8	eV

***

Entry 2:
Below is a molecular structure, C27H35N4O6PtSb, with properties calculated with ωB97M-V with the def2-TZVPD basis set.

Each line ends with the Löwdin spin population.
CARTESIAN COORDINATES (ANGSTROEM)
O (0.165, -2.256, -4.586)  0.02
H (-0.576, -1.872, -4.071)  0.00
Pt (0.000, 0.000, 0.000)  0.06
N (1.497, -1.027, -0.653)  0.35
N (-0.664, -1.769, 0.425)  0.35
N (0.738, 1.857, -0.184)  0.02
N (-1.321, 0.979, 1.154)  0.00
O (2.847, -0.658, -0.753)  0.46
O (1.881, 2.286, -0.886)  0.00
O (-2.450, 0.481, 1.828)  0.00
O (-1.817, -2.156, 1.123)  0.38
C (0.011, -2.790, -0.316)  0.07
C (1.188, -2.401, -0.865)  0.12
C (0.146, 2.740, 0.530)  0.01
C (-1.061, 2.226, 1.318)  0.01
C (2.169, -3.240, -1.674)  0.01
H (2.318, -2.758, -2.642)  0.00
H (1.811, -4.247, -1.868)  0.00
H (3.130, -3.302, -1.166)  0.00
C (-0.634, -4.168, -0.404)  0.00
H (-1.609, -4.072, -0.882)  0.00
H (-0.772, -4.586, 0.592)  0.00
H (-0.052, -4.872, -0.993)  0.00
C (0.551, 4.213, 0.669)  0.00
C (-1.853, 3.206, 2.191)  0.00
H (1.187, 4.544, -0.152)  0.00
H (1.104, 4.370, 1.594)  0.00
H (-0.315, 4.872, 0.665)  0.00
H (-2.452, 2.696, 2.944)  0.00
H (-2.531, 3.800, 1.578)  0.00
H (-1.196, 3.884, 2.735)  0.00
H (1.914, 1.612, -1.605)  0.00
H (-2.476, -0.435, 1.509)  0.00
C (-1.306, 0.042, -1.528)  0.01
H (-1.695, 0.051, -2.546)  0.00
H (-1.412, 1.106, -1.335)  0.00
H (-2.132, -0.430, -0.999)  0.00
O (2.248, 0.958, -4.172)  0.00
H (1.920, 0.042, -4.558)  0.00
H (1.500, 1.077, -3.509)  0.00
C (1.227, 3.517, 5.909)  0.00
C (1.873, 3.683, 4.682)  0.00
C (1.902, 2.633, 3.759)  0.00
C (1.284, 1.411, 4.051)  0.02
C (0.648, 1.248, 5.294)  0.00
C (0.618, 2.298, 6.216)  0.00
Sb (1.328, -0.114, 2.502)  0.06
C (3.259, -0.604, 3.309)  0.03
C (4.349, -0.789, 2.454)  0.00
C (5.600, -1.134, 2.974)  0.00
C (5.764, -1.297, 4.353)  0.00
C (4.677, -1.120, 5.212)  0.00
C (3.427, -0.777, 4.692)  0.00
C (-0.089, -1.481, 3.414)  0.00
C (0.218, -2.848, 3.424)  0.00
C (-0.672, -3.768, 3.989)  0.00
C (-1.874, -3.328, 4.554)  0.00
C (-2.182, -1.964, 4.554)  0.00
C (-1.293, -1.046, 3.987)  0.00
H (1.199, 4.331, 6.622)  0.00
H (2.346, 4.626, 4.444)  0.00
H (2.397, 2.771, 2.808)  0.00
H (0.175, 0.320, 5.563)  0.00
H (0.120, 2.168, 7.169)  0.00
H (4.228, -0.669, 1.388)  0.00
H (6.441, -1.277, 2.309)  0.00
H (6.732, -1.566, 4.756)  0.00
H (4.800, -1.252, 6.279)  0.00
H (2.592, -0.657, 5.367)  0.00
H (1.144, -3.196, 2.986)  0.00
H (-0.432, -4.824, 3.988)  0.00
H (-2.562, -4.039, 4.988)  0.00
H (-3.110, -1.622, 4.993)  0.00
H (-1.544, 0.004, 4.004)  0.00

Atoms 1-3, force components in eV/Å:
O -0.19 0.71 0.90
H 0.50 -0.32 -0.45
Pt 2.51 -1.68 1.82

Output
net charge	0
multiplicity	3
LUMO energy (spin up / spin down)	-2.129 / -2.320	eV
ΔE to the lowest compared entry with this formula, charge and spin	156.8	kcal/mol
HOMO level (spin up / spin down)	-5.3 / -5.2	eV

***

Entry 3:
Below is a molecular structure, C27H36BF4LiO11, with properties calculated with ωB97M-V with the def2-TZVPD basis set.

Each line ends with the Mulliken charge.
CARTESIAN COORDINATES (ANGSTROEM)
Li (-1.128, -0.593, 3.394)  0.72
B (0.521, -0.365, 1.065)  1.05
F (-0.873, -0.602, 1.008)  -0.39
F (0.728, 1.004, 1.059)  -0.37
F (0.728, -0.769, 2.421)  -0.48
F (1.219, -1.176, 0.267)  -0.52
C (-3.130, -3.042, 3.742)  -0.86
O (-2.591, -2.015, 2.916)  -0.26
H (-3.905, -2.724, 4.339)  0.38
H (-2.327, -3.772, 4.183)  0.26
H (-3.572, -3.773, 3.047)  0.30
H (-3.253, -2.026, 2.205)  0.22
C (-0.308, -4.553, 0.199)  -0.30
O (1.028, -4.210, 0.259)  -0.57
H (-0.670, -5.599, -0.162)  0.24
H (-0.616, -3.814, -0.464)  0.20
H (-0.933, -4.653, 1.120)  0.08
H (1.132, -3.272, 0.611)  0.32
C (-2.606, 1.858, 3.590)  -0.83
O (-1.369, 1.493, 3.085)  -0.29
H (-2.986, 2.880, 3.459)  0.37
H (-2.701, 1.445, 4.669)  0.29
H (-3.444, 1.490, 3.014)  0.29
H (-0.831, 2.301, 3.044)  0.20
C (4.763, -2.183, 3.896)  -0.61
C (4.091, -1.648, 2.822)  0.09
C (4.672, -0.702, 1.913)  0.60
C (6.085, -0.305, 2.171)  -0.97
C (6.630, -0.897, 3.286)  -0.19
C (6.114, -1.828, 4.102)  0.67
O (6.721, -2.432, 5.124)  -0.53
O (3.914, -0.208, 0.915)  -0.40
H (4.367, -3.013, 4.602)  0.26
H (2.994, -1.925, 2.551)  -0.05
H (6.551, 0.440, 1.553)  0.42
H (7.642, -0.510, 3.484)  0.18
H (7.574, -2.183, 5.319)  0.27
H (3.119, -0.848, 0.711)  0.19
C (-5.168, 3.630, 1.227)  -0.82
C (-4.592, 2.578, 0.497)  -0.59
C (-3.163, 2.523, 0.453)  0.23
C (-2.421, 3.662, 0.858)  -0.03
C (-3.073, 4.762, 1.484)  -0.95
C (-4.507, 4.645, 1.699)  0.69
O (-5.073, 5.716, 2.298)  -0.58
O (-2.630, 1.471, -0.021)  -0.46
H (-6.117, 3.555, 1.307)  0.60
H (-5.190, 1.747, 0.049)  0.35
H (-1.373, 3.734, 0.918)  0.51
H (-2.427, 5.517, 1.754)  0.51
H (-6.034, 5.535, 2.051)  0.31
H (-1.868, 1.492, 0.315)  0.24
C (0.925, -2.286, -3.408)  -1.01
C (1.723, -1.666, -4.281)  -0.13
C (1.604, -1.870, -5.712)  0.71
C (0.640, -2.823, -6.203)  -0.92
C (-0.148, -3.396, -5.239)  -0.37
C (-0.106, -3.228, -3.882)  0.21
O (-0.931, -3.778, -2.973)  -0.45
O (2.454, -1.269, -6.500)  -0.55
H (1.052, -2.060, -2.443)  1.13
H (2.574, -0.954, -3.849)  0.19
H (0.408, -2.876, -7.313)  0.30
H (-0.713, -4.215, -5.545)  0.24
H (-1.366, -4.565, -3.515)  0.32
H (2.895, -0.559, -6.056)  0.31
C (-1.120, 3.319, -2.412)  -0.32
C (-0.118, 2.905, -1.659)  0.31
C (0.973, 2.247, -2.183)  -0.25
C (1.054, 2.040, -3.588)  -0.93
C (0.054, 2.481, -4.427)  -0.60
C (-1.050, 3.096, -3.858)  1.42
O (-2.012, 3.377, -4.514)  -0.47
O (2.012, 1.936, -1.395)  -0.56
H (-2.114, 3.993, -2.185)  0.14
H (-0.044, 3.301, -0.562)  0.27
H (1.889, 1.574, -3.894)  0.65
H (0.013, 2.401, -5.696)  -0.10
H (-1.723, 3.201, -5.468)  0.30
H (1.458, 1.835, -0.646)  0.14

Atoms 1-3, force components in eV/Å:
Li 0.38 0.11 -1.26
B -2.23 0.47 2.54
F -0.69 0.07 -1.06

Output
net charge	0
LUMO energy	-0.470	eV
ΔE to the lowest compared entry with this formula, charge and spin	15.3	kcal/mol
HOMO level	-7.0	eV

***

no.,molar mass (u)
1,869.8
2,828.4
3,630.3